1.
The following is a quantum chemistry calculation of a cluster of 2 separate species, C4H11N2O in total, from OMol25.

Structure (XYZ):
```
18
Properties=species:S:1:pos:R:3:forces:R:3:lowdin_charge:R:1
O -0.587532 -1.146208 -1.554994 -0.023 0.179 -0.250 -0.104
N 0.680149 -0.523952 2.776863 -0.160 0.306 -0.654 0.179
N -0.887714 -1.216163 1.192928 -0.062 -0.296 0.404 0.209
C 0.327666 -0.984865 1.577815 0.226 0.769 0.279 -0.171
C 0.501589 1.958412 -0.538995 -0.462 -0.179 -0.296 0.018
C 0.017599 0.052271 -2.095702 0.382 0.050 0.632 -0.221
C -0.354568 1.184537 -1.198842 -0.106 0.308 -0.130 -0.181
H 1.573704 1.858601 -0.655880 0.045 -0.051 0.170 0.069
H -1.416677 1.411605 -1.156963 -0.017 -0.107 0.176 0.112
H -0.318029 0.230221 -3.116398 -0.036 -0.076 -0.025 0.130
H -1.648452 -1.262098 1.857078 -0.060 0.305 -0.084 0.151
H 1.138819 -1.127763 0.873545 -0.174 0.058 -0.204 0.162
H 0.097083 2.763248 0.059661 0.274 0.134 0.039 0.064
H -0.669233 -1.779969 -2.272407 -0.085 -0.216 0.043 0.106
H -0.028016 -0.078504 3.341570 -0.146 -0.244 0.228 0.134
H 1.549305 -0.006202 2.783513 0.224 -0.456 0.255 0.134
H -1.078075 -1.263930 0.190240 0.138 -0.467 -0.266 0.091
H 1.102381 -0.069241 -2.063031 0.040 -0.018 -0.317 0.118
```
Positions in Å, forces in eV/Å.

## Properties
- largest force on an atom (hartree/bohr) = 0.0165
- Kohn-Sham gap (eV) = 10.1
- LUMO level (eV) = -3.62
- charge = +1



2.
The following is a quantum chemistry calculation of the ion C4H11N2O with charge +1 in a non-equilibrium geometry, from OMol25.

Structure (XYZ):
```
18
Properties=species:S:1:pos:R:3:forces:R:3:lowdin_charge:R:1
O 0.971833 1.378832 0.543728 -0.044 0.830 -0.162 0.052
N 2.567335 0.127067 -0.433640 0.265 0.163 -0.792 0.198
N -1.516213 0.834170 0.542415 0.303 0.194 -0.412 0.225
C -0.967320 -0.568053 0.301862 -0.395 -0.232 1.129 -0.337
C 0.205527 -0.525195 -0.627953 0.374 0.274 -0.035 -0.063
C -2.083789 -1.474520 -0.126060 -0.461 -0.284 -0.604 -0.037
C 1.287942 0.413499 -0.130138 0.284 -0.587 0.318 -0.512
H -0.649324 -0.870744 1.296671 0.249 -0.127 0.019 0.161
H 2.791561 -0.744077 -0.888801 -0.120 0.093 -0.147 0.116
H 0.582469 -1.533744 -0.782253 -0.066 -0.034 -0.148 0.142
H -0.807042 1.501033 0.204689 0.226 0.120 -0.091 0.131
H 3.180887 0.902044 -0.678908 -0.061 -0.241 0.668 0.139
H -2.485809 -1.222206 -1.110674 0.213 0.048 -0.103 0.101
H -0.115792 -0.099746 -1.576957 0.025 -0.224 -0.410 0.149
H -1.546417 1.074636 1.526220 -0.347 -0.210 0.337 0.173
H -2.417240 0.987372 0.107475 -0.306 0.016 -0.061 0.167
H -2.916062 -1.406213 0.552557 -0.346 0.002 0.480 0.088
H -1.794046 -2.527150 -0.151432 0.207 0.198 0.014 0.106
```
Positions in Å, forces in eV/Å.

## Properties
- largest force on an atom (hartree/bohr) = 0.0237
- SMILES = C[C@H]([NH3+])CC(N)=O
- Kohn-Sham gap (eV) = 11.4
- LUMO level (eV) = -3.12
- charge = +1



3.
The following is a quantum chemistry calculation of a cluster of 2 separate species, C4H11N2O in total in a non-equilibrium geometry, from OMol25.

Structure (XYZ):
```
18
Properties=species:S:1:pos:R:3:forces:R:3:lowdin_charge:R:1
O 1.764524 0.277260 -0.604130 0.040 0.476 0.621 0.187
N 4.888710 -0.100890 0.802330 0.116 -0.555 1.447 0.008
N -2.736609 1.399982 0.291440 0.431 -0.583 -0.028 0.064
C -1.656952 -0.814880 0.004837 1.399 -0.325 0.066 -0.113
C 0.682969 -0.212617 -0.709607 -0.004 -0.895 -1.027 -0.190
C -0.423770 -0.109648 0.280349 -0.878 -0.169 0.410 0.178
C -2.879018 0.126338 -0.358074 0.039 0.697 -0.266 -0.187
H -1.917263 -1.408484 0.890377 -0.172 0.273 0.379 0.173
H -2.788494 0.135716 -1.449485 -0.062 0.147 0.006 0.134
H 4.649594 -1.083306 0.838964 -0.279 -0.026 -0.371 -0.001
H 5.819941 -0.096909 1.215452 -0.126 0.476 -0.338 0.016
H 0.400792 -0.828473 -1.582004 0.096 0.069 -0.080 0.145
H -3.838653 -0.306166 -0.104783 -0.037 -0.272 0.095 0.130
H -3.389191 2.111562 -0.004266 -0.234 -0.066 0.065 0.110
H -1.440212 -1.514410 -0.801735 -0.456 0.027 -0.162 0.125
H -0.260925 0.468392 1.189529 -0.068 0.129 -0.064 0.162
H 4.908940 0.221048 -0.137703 0.262 0.085 -0.746 -0.012
H -1.784386 1.735490 0.238507 -0.067 0.511 -0.008 0.070
```
Positions in Å, forces in eV/Å.

## Properties
- largest force on an atom (hartree/bohr) = 0.0302
- Kohn-Sham gap (eV) = 3.9
- LUMO level (eV) = -8.46
- charge = +1



4.
The following is a quantum chemistry calculation of the ion C4H11N2O with charge +1 in a non-equilibrium geometry, from OMol25.

Structure (XYZ):
```
18
Properties=species:S:1:pos:R:3:forces:R:3:lowdin_charge:R:1
O -0.045052 -0.804583 -2.109223 0.042 -0.196 0.457 0.047
N -0.401077 -1.710366 0.716478 -0.518 -0.912 -1.123 0.164
N -0.771106 0.840152 0.105999 0.261 0.523 0.894 -0.069
C 0.290158 0.632241 1.123171 -0.153 -1.567 -1.553 -0.147
C 0.727602 -0.864484 1.173428 -0.426 0.033 0.200 -0.117
C -0.318810 1.401919 -1.152455 0.119 -1.270 -0.472 -0.167
C 0.263973 0.361477 -2.106298 -0.120 -0.017 0.477 -0.195
H 0.411133 2.189949 -1.062721 0.218 0.601 0.142 0.119
H -0.501445 -1.651537 -0.309060 -0.075 0.680 -0.225 0.123
H -1.288765 -1.394673 1.095507 -0.185 0.049 0.094 0.164
H -0.305572 -2.718288 0.857905 0.259 0.129 0.613 0.179
H -0.145713 0.840028 2.078581 0.203 0.667 0.562 0.120
H 1.200686 1.151376 0.841142 0.026 0.679 0.629 0.124
H -1.399610 1.523712 0.516311 -0.154 -0.238 -0.155 0.121
H 1.560461 -1.094847 0.515562 0.139 0.024 0.178 0.131
H 1.018043 0.727129 -2.807035 0.040 0.184 -0.386 0.130
H 0.904715 -1.177572 2.201359 0.494 0.151 -0.107 0.132
H -1.199620 1.748367 -1.678650 -0.172 0.479 -0.224 0.139
```
Positions in Å, forces in eV/Å.

## Properties
- largest force on an atom (hartree/bohr) = 0.0430
- SMILES = [NH3+]CCNCC=O
- Kohn-Sham gap (eV) = 10.8
- LUMO level (eV) = -3.18
- charge = +1



5.
The following is a quantum chemistry calculation of the ion C4H11N2O with charge +1 in a non-equilibrium geometry, from OMol25.

Structure (XYZ):
```
18
Properties=species:S:1:pos:R:3:forces:R:3:lowdin_charge:R:1
O 0.929984 -0.916585 1.593356 -0.066 0.320 0.066 0.069
N 1.851868 1.115417 1.220469 -0.044 0.078 -0.176 0.221
N -1.021121 -0.662136 -0.016650 -0.317 -1.803 -0.659 0.040
C -0.298806 1.618644 -0.611710 0.360 0.353 -0.795 -0.028
C 1.032310 0.105583 0.929230 -0.038 -0.764 0.275 -0.486
C -0.890004 -2.069678 -0.605942 -0.299 0.908 -0.502 0.045
C 0.144459 0.207560 -0.328518 0.293 0.932 0.930 -0.241
H -1.769316 -2.639773 -0.325859 0.171 -0.174 0.369 0.108
H 0.057158 -2.451713 -0.248893 -0.099 -0.301 0.053 0.104
H 2.405933 1.057483 2.061646 0.055 -0.027 -0.081 0.142
H -0.922019 -1.967128 -1.691070 0.272 -0.003 0.072 0.108
H 0.529658 2.191010 -1.032243 0.087 -0.024 0.126 0.100
H -1.053568 -0.844616 0.988063 0.183 0.323 0.303 0.165
H -1.043744 1.663889 -1.394677 -0.369 -0.092 -0.133 0.094
H -0.650551 2.140957 0.261968 -0.242 0.087 0.381 0.100
H -1.921460 -0.292684 -0.322860 0.226 0.364 0.006 0.181
H 1.884661 1.949094 0.662732 0.098 0.073 0.076 0.112
H 0.734561 -0.205323 -1.139042 -0.271 -0.252 -0.311 0.166
```
Positions in Å, forces in eV/Å.

## Properties
- largest force on an atom (hartree/bohr) = 0.0378
- SMILES = C[NH2+][C@@H](C)C(N)=O
- Kohn-Sham gap (eV) = 11.5
- LUMO level (eV) = -3.10
- charge = +1



6.
The following is a quantum chemistry calculation of a cluster of 2 separate species, C4H11N2O in total in a non-equilibrium geometry, from OMol25.

Structure (XYZ):
```
18
Properties=species:S:1:pos:R:3:forces:R:3:lowdin_charge:R:1
O -0.587436 0.823838 -3.232314 0.330 -0.348 0.212 -0.017
N -0.345152 -0.677468 -1.451699 0.061 0.707 -0.375 0.035
N -0.325761 -0.340848 1.182647 -0.908 0.458 -0.583 0.001
C -0.121830 0.699264 -1.914154 -0.417 0.280 0.125 -0.316
C 1.949601 -0.370309 1.964563 -0.491 0.755 0.024 0.101
C -1.539469 -0.391067 1.574070 0.455 0.815 0.132 0.148
C 0.703629 0.088949 2.053200 0.758 -0.511 0.261 -0.156
H -0.228068 -0.470833 0.058983 0.233 -0.892 0.340 0.095
H 0.927791 0.964339 -1.771786 0.065 -0.103 -0.237 0.133
H -1.769886 0.017941 2.553438 -0.221 -0.489 0.127 0.118
H 0.361896 -1.280217 -1.863134 -0.086 -0.107 -0.005 0.119
H -2.323068 -0.699286 0.895565 0.038 -0.084 -0.060 0.115
H -0.088840 1.511610 -3.671018 0.079 0.258 -0.352 0.099
H 2.605176 -0.108606 2.783200 0.263 0.032 -0.222 0.081
H -1.237586 -0.946177 -1.869944 0.094 -0.231 0.263 0.121
H 2.344821 -0.910736 1.116808 -0.120 -0.319 0.115 0.079
H -0.714597 1.372385 -1.285181 0.010 -0.089 0.185 0.121
H 0.388780 0.717222 2.876755 -0.143 -0.134 0.053 0.122
```
Positions in Å, forces in eV/Å.

## Properties
- largest force on an atom (hartree/bohr) = 0.0228
- Kohn-Sham gap (eV) = 9.9
- LUMO level (eV) = -4.59
- charge = +1



7.
The following is a quantum chemistry calculation of the ion C4H11N2O with charge +1 in a non-equilibrium geometry, from OMol25.

Structure (XYZ):
```
18
Properties=species:S:1:pos:R:3:forces:R:3:lowdin_charge:R:1
O -1.986553 -1.370300 0.235931 0.187 0.211 -0.112 0.065
N 0.291875 -0.731254 -0.517075 0.474 -0.200 1.381 0.037
N -3.080464 0.575488 0.133765 0.583 1.174 -0.243 0.215
C -1.979669 -0.160519 0.016429 -0.792 -1.171 0.259 -0.485
C 2.355365 0.478447 0.245453 1.882 1.140 -0.120 -0.088
C 1.453067 -0.690225 0.496607 -0.894 -0.057 -0.947 -0.146
C -0.670012 0.438433 -0.460074 1.939 -0.284 -0.333 -0.006
H 1.980065 -1.633095 0.369132 -0.166 -0.090 0.085 0.134
H 3.404510 0.200517 0.059925 -0.157 -0.542 0.989 0.095
H 0.765888 -0.907614 -1.389675 -0.547 0.106 -0.699 0.173
H -3.050452 1.585318 0.074568 -0.098 -0.248 -0.112 0.133
H 2.355314 1.083174 -0.670769 -1.469 -0.171 -0.091 0.095
H -0.346100 -1.510802 -0.228419 -0.023 -0.257 -0.387 0.136
H 2.325964 1.174506 1.084613 0.175 0.010 -0.154 0.090
H -0.151782 1.109018 0.221871 -0.694 0.484 0.117 0.133
H 0.979919 -0.660573 1.474096 0.117 -0.028 0.074 0.136
H -0.681435 0.884301 -1.451836 -0.439 0.144 0.082 0.148
H -3.965501 0.135173 0.305461 -0.077 -0.220 0.212 0.137
```
Positions in Å, forces in eV/Å.

## Properties
- largest force on an atom (hartree/bohr) = 0.0429
- SMILES = CC[NH2+]CC(N)=O
- Kohn-Sham gap (eV) = 11.9
- LUMO level (eV) = -3.00
- charge = +1



8.
The following is a quantum chemistry calculation of the ion C4H11N2O with charge +1 in a non-equilibrium geometry, from OMol25.

Structure (XYZ):
```
18
Properties=species:S:1:pos:R:3:forces:R:3:lowdin_charge:R:1
O 2.071564 0.648688 0.099369 0.732 0.271 0.074 0.064
N 0.023802 1.175822 -1.291690 -1.390 -0.351 0.058 0.173
N -0.441907 0.181593 1.051977 0.843 -0.418 1.139 -0.071
C 0.605411 -0.827743 1.269844 -0.108 0.988 0.129 -0.136
C -1.459696 -0.181865 0.107582 0.273 0.141 -0.709 -0.193
C 1.949707 -0.316240 0.807457 -0.353 -0.885 0.301 -0.156
C -0.785252 -0.106356 -1.257132 0.047 0.765 -0.015 -0.117
H 0.776691 1.081996 -0.565387 0.556 -0.012 -0.198 0.056
H 0.391630 -1.741010 0.742615 -0.013 -0.621 -0.430 0.127
H -1.838577 -1.188988 0.240638 -0.379 -0.244 0.069 0.127
H -0.530223 1.956998 -0.937466 -0.155 0.049 -0.461 0.169
H 0.698446 -1.144752 2.310884 -0.058 0.179 0.098 0.139
H 2.809387 -0.913279 1.118934 0.368 0.027 0.039 0.140
H -0.741620 0.489355 1.956671 -0.653 0.228 0.085 0.128
H -1.510612 -0.091167 -2.040760 -0.470 0.105 -0.579 0.122
H -0.105313 -0.912183 -1.480882 0.342 -0.284 0.160 0.126
H 0.381028 1.356191 -2.219108 0.186 0.259 -0.184 0.165
H -2.294465 0.532940 0.086454 0.230 -0.197 0.421 0.140
```
Positions in Å, forces in eV/Å.

## Properties
- largest force on an atom (hartree/bohr) = 0.0287
- SMILES = [NH3+]CCNCC=O
- Kohn-Sham gap (eV) = 10.8
- LUMO level (eV) = -3.11
- charge = +1